1.
The following is a quantum chemistry calculation of one molecule with the formula C24H32N2O6S at a distorted geometry, from OMol25.

ΔE to the lowest compared entry with this formula, charge and spin = 545.94 kcal per mole
electronic energy = -51484.9150 eV
net charge = 0
2S+1 = 1
Kohn-Sham gap = 8.3 eV
structure (SMILES) = CCOc1ccc(S(=O)(=O)N2CCC(C(=O)NCCc3ccc(OC)c(OC)c3)CC2)cc1

Last column: natural (NBO) charge in e.
Positions of all 65 atoms, in Å:
C1 -4.970 -2.186 -2.070  -0.6127
C2 -4.236 -2.346 -0.778  -0.0646
O1 -4.529 -1.357 -0.123  -0.4763
C3 -3.717 -0.257 -0.015  0.2962
C4 -2.751 -0.195 -0.864  -0.3059
C5 -1.784 1.002 -1.108  -0.1661
C6 -1.905 1.953 -0.081  -0.2588
S1 -0.620 3.328 0.170  2.1758
O2 -0.837 4.165 -1.063  -0.9015
O3 -0.744 3.693 1.611  -0.9054
N1 0.871 2.374 -0.045  -0.6781
C7 1.208 1.449 0.895  -0.2141
C8 2.855 1.725 0.986  -0.3938
C9 3.404 1.668 -0.125  -0.3164
C10 3.506 0.270 -0.796  0.6512
O4 2.741 -0.171 -1.590  -0.6790
N2 4.421 -0.480 -0.502  -0.6001
C11 4.553 -2.240 -0.573  -0.1351
C12 3.967 -2.977 0.597  -0.4242
C13 2.497 -2.493 0.717  -0.0982
C14 2.017 -2.155 1.861  -0.2225
C15 0.735 -1.814 2.223  -0.2640
C16 -0.245 -2.157 1.169  0.2455
O5 -1.664 -1.872 1.344  -0.5220
C17 -2.121 -1.640 2.610  -0.1796
C18 0.191 -2.531 -0.072  0.3187
O6 -0.735 -2.556 -0.776  -0.4646
C19 -0.319 -2.757 -2.348  -0.2157
C20 1.602 -2.557 -0.224  -0.2405
C21 2.972 2.642 -1.316  -0.3865
C22 1.622 2.504 -1.503  -0.1497
C23 -2.825 1.817 0.945  -0.2421
C24 -3.833 1.028 0.927  -0.1644
H1 -6.032 -1.956 -2.118  0.2162
H2 -4.707 -1.411 -2.611  0.1959
H3 -4.887 -3.225 -2.673  0.1789
H4 -4.747 -3.037 -0.249  0.1796
H5 -3.272 -2.628 -0.867  0.1838
H6 -2.506 -0.818 -1.711  0.2135
H7 -0.923 0.989 -1.817  0.2352
H8 0.728 1.755 1.766  0.2236
H9 1.149 0.492 0.709  0.1769
H10 2.919 2.623 1.652  0.2264
H11 3.029 0.809 1.621  0.2119
H12 4.489 1.838 -0.029  0.2183
H13 5.010 -0.292 0.536  0.3469
H14 5.636 -2.143 -0.739  0.2195
H15 3.937 -2.239 -1.404  0.2242
H16 3.896 -3.916 0.266  0.2303
H17 4.524 -2.760 1.403  0.2140
H18 2.776 -1.894 2.694  0.1847
H19 0.526 -1.644 3.210  0.2215
H20 -1.838 -0.448 2.834  0.1392
H21 -2.998 -1.551 2.461  0.1578
H22 -1.708 -2.356 3.375  0.1773
H23 0.322 -1.927 -2.577  0.2220
H24 -1.109 -2.792 -2.829  0.1686
H25 -0.019 -3.732 -2.246  0.1961
H26 1.931 -3.114 -1.388  0.1782
H27 3.456 2.568 -2.032  0.1943
H28 3.144 3.540 -0.963  0.1994
H29 1.077 3.161 -1.909  0.2056
H30 1.340 1.403 -1.753  0.2234
H31 -2.887 2.440 1.606  0.2139
H32 -4.675 0.850 1.530  0.2173

2.
The following is a quantum chemistry calculation of one molecule with the formula C24H32N2O7 at a distorted geometry, from OMol25.

ΔE to the lowest compared entry with this formula, charge and spin = 29.12 kcal per mole
electronic energy = -42718.4736 eV
net charge = 0
2S+1 = 1
Kohn-Sham gap = 8.4 eV
structure (SMILES) = COCCN(C(=O)c1ccco1)[C@@H](C(=O)NC1CCCC1)c1cc(OC)c(OC)c(OC)c1

Last column: natural (NBO) charge in e.
Positions of all 65 atoms, in Å:
C1 3.067 -3.007 2.271  -0.2476
O1 2.645 -1.992 1.394  -0.5660
C2 3.227 -0.736 1.690  -0.0782
C3 2.809 0.286 0.631  -0.2307
N1 1.371 0.450 0.557  -0.4376
C4 0.794 1.201 1.533  0.6447
O2 1.452 1.623 2.475  -0.6227
C5 -0.648 1.487 1.442  0.1392
C6 -1.543 1.615 2.475  -0.2338
C7 -2.783 1.926 1.883  -0.3273
C8 -2.548 1.987 0.540  0.1369
O3 -1.268 1.731 0.270  -0.3856
C9 0.655 -0.261 -0.486  -0.1516
C10 -0.607 -0.959 0.093  0.6917
O4 -1.706 -0.915 -0.413  -0.6290
N2 -0.314 -1.658 1.202  -0.6352
C11 -1.307 -2.369 1.973  -0.0532
C12 -1.358 -1.855 3.426  -0.4114
C13 -1.433 -3.108 4.295  -0.4022
C14 -0.584 -4.116 3.526  -0.4021
C15 -0.992 -3.877 2.073  -0.4155
C16 0.353 0.589 -1.700  -0.0076
C17 -0.329 0.016 -2.762  -0.2987
C18 -0.649 0.779 -3.874  0.2909
O5 -1.349 0.320 -4.947  -0.4812
C19 -1.853 -0.992 -4.897  -0.2509
C20 -0.251 2.127 -3.955  0.2052
O6 -0.594 2.758 -5.119  -0.4921
C21 -0.843 4.146 -5.111  -0.2376
C22 0.475 2.683 -2.895  0.2442
O7 0.888 3.988 -3.017  -0.5090
C23 1.494 4.608 -1.911  -0.2486
C24 0.759 1.908 -1.775  -0.2691
H1 2.808 -2.766 3.309  0.1702
H2 4.150 -3.156 2.208  0.1748
H3 2.558 -3.919 1.965  0.1964
H4 4.323 -0.822 1.696  0.1740
H5 2.898 -0.390 2.678  0.1954
H6 3.254 1.245 0.913  0.2314
H7 3.176 -0.014 -0.351  0.2114
H8 -1.325 1.492 3.516  0.2371
H9 -3.716 2.086 2.383  0.2304
H10 -3.190 2.196 -0.292  0.2107
H11 1.302 -1.092 -0.799  0.2432
H12 0.654 -1.733 1.493  0.4200
H13 -2.255 -2.200 1.457  0.2370
H14 -2.198 -1.182 3.588  0.2195
H15 -0.440 -1.304 3.640  0.2017
H16 -1.069 -2.935 5.306  0.2112
H17 -2.463 -3.462 4.354  0.1971
H18 -0.760 -5.143 3.842  0.2124
H19 0.474 -3.890 3.667  0.1889
H20 -0.212 -4.160 1.366  0.2122
H21 -1.885 -4.455 1.838  0.2102
H22 -0.636 -1.013 -2.694  0.2283
H23 -2.438 -1.115 -5.808  0.1975
H24 -2.497 -1.144 -4.025  0.1825
H25 -1.046 -1.733 -4.886  0.1716
H26 0.083 4.725 -5.079  0.1853
H27 -1.368 4.349 -6.044  0.1852
H28 -1.476 4.435 -4.268  0.1715
H29 2.461 4.154 -1.671  0.1742
H30 0.850 4.581 -1.027  0.1798
H31 1.651 5.644 -2.210  0.1982
H32 1.302 2.339 -0.951  0.2126

3.
The following is a quantum chemistry calculation of one molecule with the formula C24H32N4O4, from OMol25.

ΔE to the lowest compared entry with this formula, charge and spin = 88.37 kcal per mole
electronic energy = -39557.4798 eV
net charge = 0
2S+1 = 1
Kohn-Sham gap = 8.3 eV
structure (SMILES) = COc1ccc(OCCCC(=O)NNC(=O)CCN2CCN(c3ccccc3)CC2)cc1

Last column: natural (NBO) charge in e.
Positions of all 64 atoms, in Å:
C1 -6.236 -0.745 0.053  -0.2545
O1 -5.208 -0.914 0.997  -0.5028
C2 -4.080 -1.584 0.611  0.2801
C3 -3.064 -1.668 1.559  -0.2633
C4 -1.883 -2.329 1.282  -0.2375
C5 -1.694 -2.926 0.040  0.2706
O2 -0.581 -3.622 -0.337  -0.5083
C6 0.560 -3.570 0.488  -0.0669
C7 1.732 -4.162 -0.294  -0.4005
C8 2.010 -3.362 -1.573  -0.4973
C9 2.309 -1.914 -1.249  0.6627
O3 1.537 -0.989 -1.430  -0.6443
N1 3.536 -1.710 -0.725  -0.4497
N2 3.883 -0.450 -0.245  -0.4837
C10 4.860 -0.304 0.663  0.6552
O4 5.586 -1.222 1.005  -0.6517
C11 4.974 1.104 1.233  -0.5024
C12 4.277 2.221 0.451  -0.2121
N3 2.875 1.953 0.154  -0.4755
C13 2.325 2.860 -0.841  -0.2177
C14 0.930 2.376 -1.233  -0.2299
N4 0.079 2.371 -0.060  -0.4728
C15 -1.291 2.555 -0.194  0.2699
C16 -1.771 3.635 -0.944  -0.2786
C17 -3.123 3.892 -1.036  -0.1951
C18 -4.039 3.092 -0.372  -0.2463
C19 -3.579 2.024 0.377  -0.1989
C20 -2.226 1.749 0.459  -0.2950
C21 0.608 1.461 0.928  -0.2204
C22 2.011 1.934 1.323  -0.2154
C23 -2.709 -2.839 -0.907  -0.2190
C24 -3.889 -2.177 -0.632  -0.2831
H1 -6.655 -1.706 -0.264  0.1752
H2 -5.887 -0.192 -0.825  0.1799
H3 -7.009 -0.168 0.559  0.1995
H4 -3.220 -1.208 2.522  0.2236
H5 -1.123 -2.378 2.046  0.2113
H6 0.782 -2.530 0.765  0.1763
H7 0.395 -4.150 1.409  0.1786
H8 2.610 -4.176 0.354  0.2080
H9 1.487 -5.189 -0.567  0.2196
H10 1.120 -3.386 -2.201  0.2485
H11 2.848 -3.804 -2.112  0.2243
H12 4.185 -2.437 -0.450  0.4230
H13 3.190 0.306 -0.391  0.4586
H14 4.595 1.052 2.257  0.2283
H15 6.037 1.340 1.311  0.2454
H16 4.394 3.162 1.014  0.1841
H17 4.788 2.342 -0.509  0.2062
H18 2.973 2.854 -1.720  0.2042
H19 2.264 3.890 -0.453  0.1736
H20 0.515 3.026 -2.000  0.2120
H21 1.013 1.356 -1.639  0.2160
H22 -1.075 4.291 -1.445  0.2062
H23 -3.464 4.734 -1.622  0.2089
H24 -5.096 3.302 -0.437  0.2065
H25 -4.276 1.388 0.900  0.2199
H26 -1.909 0.884 1.019  0.2153
H27 -0.023 1.475 1.817  0.2127
H28 0.667 0.435 0.535  0.1986
H29 2.421 1.245 2.063  0.2003
H30 1.938 2.937 1.777  0.1770
H31 -2.555 -3.303 -1.869  0.2216
H32 -4.649 -2.131 -1.395  0.2210

Question: What is the net charge in the second record?
Answer: 0

Question: Number 2 is which compound?
Answer: C24H32N2O7

Question: Which of these has the lowest ΔE to the lowest compared entry with this formula, charge and spin?
Answer: C24H32N2O7

Question: Which value of electronic energy does entry 3 give?
Answer: -39557.4798 eV